Formula: C28H45Cl16N5
Source: the OMol25 dataset
Level of theory: ωB97M-V/def2-TZVPD

Structure (XYZ):
```
94
Properties=species:S:1:pos:R:3:forces:R:3:mulliken_charge:R:1
Cl -4.3183 -14.5026 -3.5090 0.00 -0.26 -0.69 -0.109
Cl -0.0054 5.8054 5.4521 1.10 1.10 -0.02 -0.083
Cl 5.0292 -12.9546 -6.5229 -0.42 0.11 0.17 -0.076
Cl 5.5457 -10.3543 -5.3626 -0.13 0.07 0.61 -0.076
Cl -5.1440 -12.6376 -5.5529 0.22 -0.38 -0.60 -0.078
Cl 0.7847 8.6622 5.9117 -0.77 -0.18 -0.47 -0.086
Cl 6.0532 -10.8054 -8.1262 -0.36 -0.16 0.29 -0.117
Cl -7.7874 -3.2073 -5.1576 0.33 0.39 -0.33 -0.093
Cl -2.3960 -14.0033 -5.7370 -1.41 -0.09 -0.10 -0.106
Cl 3.3015 -10.6103 -7.2174 0.82 -0.66 0.52 -0.100
Cl -5.3505 -3.7441 -6.6709 -0.99 0.56 -0.26 -0.096
Cl -8.0130 -4.4851 -7.6938 0.60 0.74 0.04 -0.103
Cl -7.2509 -1.6476 -7.5763 0.18 -0.21 0.09 -0.065
Cl 2.6760 6.7269 6.4174 0.24 -1.01 0.80 -0.088
Cl 2.0785 7.1483 3.7258 -1.15 -0.08 0.59 -0.114
Cl -2.9775 -12.0898 -3.8350 0.65 1.76 0.95 -0.090
N 10.6560 3.1126 5.8582 -1.29 -1.31 0.08 -0.037
N -3.7938 -5.9035 2.6477 0.98 0.26 0.85 -0.018
N -0.4612 0.6623 10.8293 -0.24 1.09 -0.25 0.002
N 2.0312 -1.9719 -0.3420 -1.48 -0.42 -1.11 -0.056
N -3.9694 8.4239 -4.9494 -0.81 1.17 -0.32 -0.037
C -5.0586 10.7017 -4.6896 -0.51 -1.09 0.43 -1.063
C 3.5089 -2.0649 -0.1478 -1.20 0.97 -0.61 -0.391
C -3.7548 -13.3096 -4.7300 0.54 -1.04 0.44 0.383
C -7.0812 -3.2009 -6.8024 -0.12 -1.48 0.46 0.358
C 1.3079 7.0563 5.3960 0.56 0.17 -0.90 0.369
C -3.8444 7.2386 -5.8520 -0.16 2.13 1.18 -0.431
C 9.8545 2.0033 6.0931 -1.16 0.26 1.37 -0.403
C -5.2769 9.1651 -5.0658 2.06 0.80 -0.36 -0.458
C 1.9076 0.5268 -0.8458 -1.01 -0.46 1.01 -0.970
C 10.4197 0.8424 5.6516 -0.25 1.16 0.79 -0.323
C -4.2078 6.9277 -2.8848 0.62 -0.03 0.22 -1.158
C 1.7147 -3.9049 -1.9584 -0.39 0.48 0.62 -1.166
C 1.3334 -0.6822 -0.0581 2.16 -0.45 0.07 -0.828
C -5.4528 -7.1170 3.2863 -1.26 -1.39 3.47 -0.262
C -4.2882 -6.5830 3.7594 0.27 0.25 -1.82 -0.535
C 11.7350 2.6656 5.1705 0.56 -1.73 0.08 -0.494
C 0.7665 0.4117 9.0160 3.21 2.29 0.70 -0.428
C -5.7646 -6.6982 2.0442 1.59 1.12 -3.67 -0.476
C 4.9515 -11.2184 -6.7396 0.09 0.64 -1.59 0.369
C -1.2229 0.1500 9.8199 -2.86 -0.58 2.63 -0.455
C 0.7077 0.9877 10.2743 2.61 -0.50 0.01 -0.421
C -4.6333 -5.9745 1.5773 -1.43 -0.72 1.02 -0.342
C 11.6322 1.2566 5.1214 1.70 1.05 -1.81 -0.409
C -2.3790 6.8831 -5.9956 0.15 -1.31 -0.07 -1.271
C -0.4637 -0.0548 8.7406 -2.14 -1.28 -2.24 -0.372
C -3.5659 8.1725 -3.5370 -0.80 -0.68 -1.35 -0.702
C 1.6637 -2.3804 -1.7207 1.40 -0.89 0.22 -0.506
C 3.9305 -1.4648 1.1748 0.02 -0.27 -0.19 -1.336
H 1.4794 0.5033 -1.8479 0.49 0.16 -0.14 0.309
H -5.2962 6.9118 -2.9418 -0.06 0.45 0.08 0.292
H 0.2754 -0.7614 -0.3077 0.07 -0.36 0.26 0.445
H 3.8171 -3.1030 -0.2720 -0.17 -0.06 0.28 0.358
H -5.5430 9.2465 -6.1196 -0.10 -0.72 -0.05 0.340
H 2.9966 0.5604 -0.8111 -0.11 0.03 -0.28 0.309
H 0.6970 -4.2732 -1.8291 0.04 -0.35 -0.51 0.314
H 2.2841 -4.4440 -1.2012 0.31 0.21 -0.09 0.321
H 12.4479 3.3512 4.7367 0.09 -0.22 0.19 0.362
H 5.0134 -1.4812 1.2978 -0.02 -0.31 0.06 0.399
H 12.3094 0.6051 4.5891 0.23 0.19 0.04 0.363
H -6.5886 -7.0220 1.4256 0.00 0.13 0.13 0.360
H -0.7926 -0.4382 7.7860 -0.10 -0.09 0.16 0.376
H -3.8707 8.9681 -2.8572 0.04 0.51 -0.56 0.355
H 1.5032 1.3936 -0.3231 0.18 0.36 -0.25 0.342
H 1.4475 1.5391 10.8355 0.13 -0.24 -0.06 0.362
H 10.5232 4.0228 6.2753 -0.05 -0.24 -0.37 0.219
H -4.2077 7.5320 -6.8369 -0.09 0.15 0.02 0.372
H 10.0046 -0.1311 5.8670 0.19 0.03 -0.36 0.382
H -1.8335 6.6629 -5.0780 -0.34 0.13 0.29 0.313
H -6.0347 8.5914 -4.5322 -0.47 0.55 0.26 0.326
H 3.9820 -1.5335 -0.9736 0.37 0.25 -0.24 0.382
H -0.6814 0.9096 11.7834 -0.51 -0.10 -0.48 0.200
H 2.3965 -1.9703 -2.4155 0.16 0.48 -0.25 0.302
H -4.5632 6.5125 -5.4724 0.49 -0.95 -0.15 0.382
H 3.6567 -0.4108 1.2234 -0.19 -0.09 0.17 0.270
H -2.4772 8.1854 -3.5899 0.03 -0.46 0.63 0.403
H -6.1107 -7.7733 3.8366 0.09 0.06 0.30 0.362
H -4.9336 11.3597 -5.5496 0.18 -0.45 -0.30 0.328
H 1.4732 -0.5804 1.0181 -0.40 0.57 0.01 0.415
H 8.9557 1.9826 6.6915 -0.01 0.80 0.01 0.340
H 0.6923 -2.0335 -2.0730 -0.05 0.29 0.57 0.457
H -4.3915 -5.5947 0.5956 0.03 0.18 0.27 0.370
H -3.9198 5.9395 -3.2434 0.44 0.15 -0.24 0.310
H -5.9232 11.1195 -4.1738 0.00 -0.13 0.29 0.295
H -3.7539 -6.6916 4.6917 -0.03 0.13 -0.25 0.349
H -3.8976 7.0026 -1.8426 -0.29 -0.36 0.21 0.392
H 3.4326 -2.0511 1.9471 0.17 0.32 0.36 0.332
H -2.2680 0.0592 10.0767 -0.05 -0.55 -0.57 0.371
H 1.6045 0.4852 8.3387 -0.03 -0.03 0.09 0.365
H -4.1672 10.8076 -4.0715 -0.15 0.03 0.09 0.319
H -2.9052 -5.4246 2.6829 -0.24 -0.03 -0.30 0.192
H -2.3252 5.9483 -6.5536 0.17 -0.05 -0.27 0.388
H -1.7835 7.6274 -6.5243 -0.40 0.19 -0.05 0.306
H 2.1475 -4.0693 -2.9453 -0.36 -0.47 0.03 0.299
```
Forces are in eV/Å.

The value obtained for the HOMO energy is -8.03 eV. For the gap between HOMO and LUMO, the calculation gives 7.981 eV. As for the spin multiplicity: 1. As for the energy: -8730.49365 a.u. For the maximum force, the calculation gives 4.2 eV Å⁻¹. For the energy relative to the best compared isomer or geometry (same formula, charge and spin), the calculation gives 66.7 kcal per mole.